(1)
This record from OMol25 describes a 4-piece molecular cluster, C21H26O2P2S overall in a non-equilibrium geometry. The level of theory is the ωB97M-V functional and the def2-TZVPD basis.

Summary:
total charge	0
SMILES	CC(=O)OCP[PH2]=S.c1ccccc1.c1ccccc1.c1ccccc1
E	-55702.72205	eV
frontier orbital gap	8.5984	eV

Geometry as XYZ:
```
52
C21H26O2P2S | OMol25 | the ωB97M-V functional and the def2-TZVPD basis
C -1.709 -3.678 0.162
C -1.462 -2.107 0.557
O -0.179 -1.752 0.841
O -2.482 -1.057 0.687
C -3.525 -1.149 -0.344
P -5.243 -1.517 0.475
P -5.605 -3.647 0.047
S -4.858 -4.780 1.444
H -1.683 -4.308 1.151
H -2.741 -3.869 -0.388
H -0.844 -4.077 -0.550
H -3.277 -1.852 -1.246
H -3.633 -0.054 -0.804
H -5.156 -1.276 1.897
H -4.870 -3.920 -1.192
H -6.993 -3.966 -0.172
C 2.601 -0.693 2.134
C 3.717 -1.475 2.429
C 4.721 -0.974 3.258
C 4.611 0.311 3.788
C 3.499 1.097 3.485
C 2.494 0.595 2.659
H 1.816 -1.085 1.493
H 3.804 -2.476 2.014
H 5.589 -1.586 3.491
H 5.391 0.701 4.436
H 3.416 2.102 3.893
H 1.627 1.207 2.425
C -0.099 -0.472 -2.876
C 0.978 -0.732 -2.030
C 2.284 -0.574 -2.493
C 2.513 -0.160 -3.805
C 1.436 0.092 -4.654
C 0.130 -0.062 -4.190
H -1.116 -0.588 -2.513
H 0.800 -1.058 -1.008
H 3.123 -0.774 -1.832
H 3.531 -0.034 -4.165
H 1.615 0.409 -5.679
H -0.709 0.136 -4.851
C -0.695 3.139 -0.768
C -0.693 4.493 -1.105
C -0.287 5.445 -0.171
C 0.114 5.044 1.104
C 0.104 3.692 1.444
C -0.299 2.739 0.509
H -1.005 2.397 -1.498
H -1.008 4.805 -2.098
H -0.283 6.499 -0.435
H 0.433 5.785 1.831
H 0.411 3.379 2.439
H -0.304 1.685 0.773
```

Results of the natural (NBO) charge analysis, in e, for atoms 1 through 8: number 1, C, carries -0.737; number 2, C, carries 0.792; number 3, O, carries -0.604; number 4, O, carries -0.529; number 5, C, carries -0.342; number 6, P, carries 0.167; number 7, P, carries 0.510; number 8, S, carries -0.605

***

(2)
This record from OMol25 describes a single C21H26O3 molecule in a non-equilibrium geometry. The level of theory is the ωB97M-V functional and the def2-TZVPD basis.

Summary:
energy relative to the best compared isomer or geometry (same formula, charge and spin)	134.4	kJ/mol
total charge	0
SMILES	CC(=O)c1ccc([C@H](O)CC(=O)[C@]23C[C@H]4C[C@H](C[C@H](C4)C2)C3)cc1
E	-28339.92154	eV
frontier orbital gap	9.4676	eV

Geometry as XYZ:
```
50
C21H26O3 | OMol25 | the ωB97M-V functional and the def2-TZVPD basis
C 2.212 2.885 -3.493
C 1.048 3.701 -2.978
O 0.949 4.908 -3.177
C 0.015 3.018 -2.278
C -0.535 1.870 -2.860
C -1.630 1.352 -2.322
C -2.275 1.885 -1.095
C -3.313 0.998 -0.402
O -4.189 1.885 0.303
C -2.624 0.156 0.722
C -1.753 -1.063 0.234
O -2.143 -1.769 -0.732
C -0.444 -1.504 0.899
C 0.097 -2.818 0.277
C 1.436 -3.182 0.777
C 2.528 -2.096 0.379
C 1.972 -0.837 1.030
C 1.843 -0.975 2.559
C 0.786 -2.011 2.847
C 1.367 -3.320 2.276
C -0.622 -1.651 2.349
C 0.618 -0.424 0.521
C -1.641 2.895 -0.449
C -0.588 3.544 -1.114
H 2.394 2.023 -2.850
H 1.939 2.725 -4.552
H 3.180 3.362 -3.403
H -0.016 1.539 -3.746
H -1.994 0.473 -2.864
H -3.753 0.324 -1.118
H -4.558 2.589 -0.366
H -3.393 -0.276 1.441
H -2.113 0.864 1.295
H 0.041 -2.801 -0.857
H -0.598 -3.531 0.516
H 1.744 -4.137 0.390
H 2.733 -2.091 -0.645
H 3.405 -2.497 0.920
H 2.710 -0.040 0.769
H 1.475 -0.041 3.078
H 2.916 -1.243 2.897
H 0.743 -2.023 3.928
H 2.406 -3.369 2.573
H 0.868 -4.202 2.701
H -1.422 -2.270 2.641
H -0.940 -0.652 2.827
H 0.701 -0.382 -0.583
H 0.461 0.608 0.854
H -1.900 3.195 0.524
H -0.144 4.410 -0.643
```

Results of the natural (NBO) charge analysis, in e, for atoms 1 through 8: number 1, C, carries -0.726; number 2, C, carries 0.560; number 3, O, carries -0.529; number 4, C, carries -0.158; number 5, C, carries -0.209; number 6, C, carries -0.152; number 7, C, carries -0.035; number 8, C, carries 0.082

***

(3)
This record from OMol25 describes C21H26O3 as an isolated structure in a non-equilibrium geometry. The level of theory is the ωB97M-V functional and the def2-TZVPD basis.

Summary:
energy relative to the best compared isomer or geometry (same formula, charge and spin)	1500.6	kJ/mol
total charge	0
E	-28325.76230	eV
frontier orbital gap	8.8343	eV

Geometry as XYZ:
```
50
C21H26O3 | OMol25 | the ωB97M-V functional and the def2-TZVPD basis
C 3.592 -2.416 -4.898
C 3.398 -2.701 -3.658
C 2.434 -3.874 -3.252
C 1.472 -3.437 -2.412
C 1.484 -3.763 -1.230
C 0.470 -3.489 -0.304
C -0.396 -2.661 -0.707
C -0.562 -2.074 -2.209
C 0.478 -2.596 -3.005
H 0.633 -2.233 -3.916
O -1.637 -1.378 -2.564
C -1.478 -0.835 -4.018
H -2.087 0.048 -4.097
H -0.518 -0.279 -4.007
H -1.494 -1.526 -4.715
O -1.469 -2.313 0.191
C -1.955 -0.850 0.177
C -0.994 0.146 0.356
C -0.422 0.078 1.647
H 0.311 -1.019 1.619
O 0.648 1.044 1.741
C 0.231 2.031 2.357
C 1.157 3.129 2.483
C 0.956 4.297 3.008
C -0.592 4.876 3.108
C -1.403 3.896 3.198
C -0.883 2.645 2.652
H -2.018 1.838 2.603
C -2.692 4.047 3.562
H -2.782 4.441 4.654
H -3.272 4.992 2.923
H -3.435 3.360 3.251
C -0.709 6.168 3.834
H -0.972 6.160 4.755
H -1.335 6.664 3.133
H 0.042 6.720 3.902
H 1.658 5.313 2.892
H 2.316 2.785 2.356
H -0.993 -0.138 2.480
H -1.654 0.980 0.354
H -0.277 0.201 -0.352
H -2.644 -0.992 -0.688
H -2.742 -0.992 0.932
H 0.427 -3.774 0.701
H 2.031 -4.693 -0.830
H 3.193 -4.574 -2.741
H 2.224 -4.367 -4.158
H 4.035 -2.180 -2.838
H 4.077 -1.515 -5.295
H 3.073 -3.047 -5.861
```

Results of the natural (NBO) charge analysis, in e, for atoms 1 through 8: number 1, C, carries -0.410; number 2, C, carries -0.175; number 3, C, carries -0.418; number 4, C, carries -0.096; number 5, C, carries -0.174; number 6, C, carries -0.297; number 7, C, carries 0.296; number 8, C, carries 0.323